52
Properties=species:S:1:pos:R:3 method="wB97M-V/def2-TZVPD" orbital_gap_ev=6.647 charge=0 de_lowest_kj_mol=123.8
Pt 0.041 -0.263 0.016
Br 0.272 -4.514 5.917
C 0.197 -3.043 4.732
C 0.147 -3.261 3.368
C 0.095 -2.175 2.510
C 0.088 -0.877 3.003
C 0.142 -0.676 4.382
C 0.196 -1.756 5.245
N 0.024 0.195 2.052
C -0.045 1.408 2.440
C -0.093 2.553 1.527
C -0.097 3.840 2.053
C -0.128 4.913 1.178
C -0.161 4.658 -0.182
C -0.161 3.337 -0.614
N -0.124 2.308 0.220
H 0.147 -4.267 2.974
H 0.051 -2.312 1.435
H 0.147 0.313 4.816
H 0.239 -1.596 6.313
H -0.064 1.656 3.496
H -0.075 3.991 3.125
H -0.129 5.928 1.551
H -0.190 5.462 -0.904
H -0.195 3.099 -1.670
C 3.745 -1.234 -2.655
Si 2.173 -0.636 -1.821
C 0.738 -1.866 -1.933
C 1.573 0.873 -2.786
C 2.181 -0.255 -0.026
H 3.602 -1.420 -3.723
H 4.132 -2.148 -2.199
H 4.511 -0.462 -2.548
H 0.402 -2.051 -2.954
H -0.200 -1.470 -1.418
H 0.947 -2.816 -1.441
H 1.549 0.672 -3.861
H 2.225 1.735 -2.622
H 0.563 1.152 -2.483
H 2.664 0.691 0.235
H 2.601 -1.042 0.607
Br -6.726 -0.161 -0.567
C -4.834 -0.216 -0.382
C -4.031 0.152 -1.447
C -2.651 0.111 -1.293
C -2.030 -0.292 -0.104
C -2.890 -0.657 0.938
C -4.275 -0.625 0.815
H -4.477 0.467 -2.381
H -2.042 0.407 -2.144
H -2.482 -0.989 1.888
H -4.911 -0.916 1.640